# 1
Computed, not measured: C19H25MnN3SSi as an isolated structure, with ωB97M-V/def2-TZVPD.

The expectation value of S² is 6.25. Its energy is -74601.111 eV. The spin multiplicity is 5. The net charge is +1. For the gap between HOMO and LUMO (spin up / spin down), the calculation gives 0.23929 / 0.25438 hartree. Its energy relative to the best compared isomer or geometry (same formula, charge and spin) is 240.69 kJ/mol.

Element x y z (Å)
C (0.55881, 2.16590, 3.55271)
C (0.77962, 2.48974, 2.13015)
C (-0.44619, 2.30671, 1.45834)
H (1.71292, 2.68508, 1.62110)
C (-1.45816, 1.89162, 2.37423)
C (-0.83647, 1.81470, 3.69813)
H (-1.36044, 1.43391, 4.56479)
H (1.37591, 2.07542, 4.30231)
H (-0.64197, 2.51789, 0.43641)
H (-2.47636, 1.65711, 2.05361)
Mn (0.21291, 0.38504, 2.42648)
C (-0.83521, -2.76728, 0.07033)
H (-1.39411, -1.79537, -0.07515)
H (-0.84292, -2.96947, 1.14639)
H (0.21484, -2.45082, -0.23799)
Si (0.61276, 0.70001, -1.11091)
C (1.56398, -0.49136, -2.43771)
C (2.56999, 0.36305, -2.88343)
H (2.67584, 1.36073, -2.45209)
C (3.54221, -0.02410, -3.85359)
H (4.28857, 0.69930, -4.12126)
C (3.57384, -1.29040, -4.39572)
H (4.34164, -1.57266, -5.12588)
C (2.58089, -2.17529, -3.95241)
H (2.64329, -3.18636, -4.32422)
C (1.57403, -1.80029, -3.04589)
H (0.82351, -2.56558, -2.79211)
C (-0.96056, 0.83118, -2.36400)
C (-0.92820, 0.88069, -3.79798)
H (-0.02944, 0.49284, -4.30599)
C (-2.02680, 1.31854, -4.57032)
H (-1.93435, 1.40593, -5.63962)
C (-3.23844, 1.67393, -3.99884)
H (-4.03536, 2.18041, -4.58317)
C (-3.36226, 1.43641, -2.63732)
H (-4.30823, 1.63647, -2.18266)
C (-2.28344, 0.99678, -1.83877)
H (-2.44647, 0.70498, -0.78672)
H (1.25655, 1.89202, -0.89185)
H (-1.26210, -3.54665, -0.47396)
N (-1.21104, -1.14712, 3.60019)
N (-0.57761, -1.11126, 4.89054)
C (0.76363, -1.24867, 4.92096)
N (1.27479, -1.41817, 6.15677)
S (1.72526, -1.19284, 3.55231)
H (-2.13346, -0.69442, 3.65366)
H (-1.45926, -2.12229, 3.38060)
H (-1.13251, -1.51985, 5.64179)
H (2.28794, -1.45582, 6.26950)
H (0.66759, -1.45025, 6.97829)

---

# 2
Computed, not measured: C44H42O4P3Ru as an isolated structure, with ωB97M-V/def2-TZVPD.

Its energy is -84920.507 eV. The net charge is +3. For the gap between HOMO and LUMO (spin up / spin down), the calculation gives 0.19498 / 0.19873 hartree.

Element x y z (Å)
Ru (0.53978, 0.50477, 0.40786)
C (-2.23646, -0.29063, -1.23639)
C (-1.58199, -0.65821, -2.34988)
C (-1.09238, -2.07262, -2.17870)
C (-1.39749, -2.36251, -0.73295)
C (-2.12109, -1.34477, -0.23763)
H (-2.81563, 0.60468, -1.09603)
H (-1.51780, -0.12768, -3.28171)
H (-1.71636, -2.72109, -2.81011)
H (-1.16263, -3.29785, -0.26097)
H (-2.60554, -1.30267, 0.72111)
O (0.86707, 3.31290, 2.07255)
C (-0.12234, 3.55901, 2.98688)
C (-0.36313, 4.77163, 3.63587)
C (-1.29519, 4.83437, 4.65737)
C (-2.01338, 3.70913, 5.03659)
C (-1.88389, 2.54306, 4.30093)
C (-0.96778, 2.46671, 3.25939)
P (-0.99973, 0.98012, 2.19357)
C (-0.04629, -0.25866, 3.13859)
C (1.13692, 0.20653, 3.73801)
C (1.91547, -0.65130, 4.49188)
C (1.53433, -1.97691, 4.65225)
C (0.38874, -2.45134, 4.02755)
C (-0.38994, -1.61061, 3.24911)
C (-2.79442, 0.70641, 2.17427)
C (-3.46870, 1.56855, 1.30178)
C (-4.84287, 1.50311, 1.18937)
C (-5.54990, 0.57134, 1.93797)
C (-4.88306, -0.27196, 2.81576)
C (-3.50492, -0.21327, 2.94240)
C (2.09987, 3.90374, 2.06461)
C (2.58486, 4.88155, 2.93397)
C (3.85400, 5.40210, 2.74799)
C (4.67483, 4.94276, 1.72741)
C (4.24350, 3.90212, 0.91943)
C (2.97112, 3.37628, 1.09069)
P (2.40602, 1.94935, 0.10638)
C (3.93952, 1.00078, -0.09612)
C (4.62536, 0.78007, -1.28619)
C (5.77429, 0.00686, -1.27204)
C (6.23375, -0.54799, -0.08714)
C (5.54228, -0.34168, 1.09966)
C (4.39088, 0.41962, 1.09607)
C (1.87017, 2.72782, -1.45199)
C (2.71724, 3.41995, -2.31341)
C (2.18801, 4.04099, -3.43359)
C (0.82559, 3.99246, -3.68575)
C (-0.02421, 3.30384, -2.82991)
C (0.49679, 2.67214, -1.71522)
H (0.12947, 5.67635, 3.31757)
H (-1.46838, 5.77492, 5.15609)
H (-2.70479, 3.74816, 5.86422)
H (-2.49613, 1.68706, 4.54156)
H (1.40201, 1.25556, 3.66129)
H (2.80718, -0.28315, 4.97492)
H (2.12799, -2.63564, 5.26735)
H (0.09459, -3.48029, 4.16120)
H (-1.27297, -1.99781, 2.75985)
H (-2.90007, 2.29092, 0.72287)
H (-5.36470, 2.16815, 0.51765)
H (-6.62214, 0.50159, 1.83550)
H (-5.44347, -0.97966, 3.40683)
H (-2.99964, -0.86699, 3.63812)
H (2.00638, 5.22931, 3.77197)
H (4.20839, 6.17133, 3.41605)
H (5.66020, 5.35633, 1.58631)
H (4.90115, 3.49249, 0.16646)
H (4.26540, 1.20658, -2.21054)
H (6.31486, -0.16493, -2.19083)
H (7.12905, -1.14851, -0.09472)
H (5.90185, -0.77174, 2.02008)
H (3.81848, 0.57610, 2.00641)
H (3.77330, 3.49409, -2.10063)
H (2.83491, 4.58413, -4.10384)
H (0.41989, 4.50984, -4.54015)
H (-1.08469, 3.28264, -3.02808)
H (-0.17939, 2.16524, -0.98939)
C (1.85538, 0.15337, -3.81329)
O (2.18788, -0.46273, -2.55954)
P (1.27230, -0.94783, -1.39447)
O (2.27351, -2.01218, -0.82092)
C (2.29669, -2.42126, 0.54691)
O (0.26666, -2.20231, -2.58768)
C (0.74840, -3.52170, -2.87783)
H (1.23699, -0.51050, -4.41579)
H (2.80409, 0.31231, -4.32553)
H (1.35059, 1.10957, -3.67736)
H (3.31159, -2.27616, 0.92182)
H (2.03724, -3.48031, 0.61101)
H (1.58888, -1.82758, 1.15288)
H (-0.03396, -4.08915, -3.38666)
H (1.05800, -4.04780, -1.97458)
H (1.60321, -3.40985, -3.54525)

---

# 3
Computed, not measured: a 2-piece molecular cluster, C5H11NO overall, with ωB97M-V/def2-TZVPD.

The expectation value of S² is 0.77. Its energy is -8891.159 eV. The spin multiplicity is 2. The net charge is +1. For the gap between HOMO and LUMO (spin up / spin down), the calculation gives 0.39782 / 0.25479 hartree. Its energy relative to the best compared isomer or geometry (same formula, charge and spin) is 210.08 kJ/mol.

Element x y z (Å)
C (-1.10566, 1.79545, -1.25155)
C (-0.22522, 0.77574, -1.34102)
N (1.02809, 0.81770, -0.86542)
C (1.70101, -0.31502, -0.26610)
C (0.43207, -2.06608, 1.08055)
C (0.96458, -0.88088, 0.94310)
H (-0.98174, 2.68373, -0.63416)
H (-2.06096, 1.82122, -1.76997)
H (-0.60969, -0.12095, -1.82851)
H (1.22713, 1.71686, -0.42376)
H (2.74406, -0.06192, -0.06382)
H (1.75644, -1.12666, -1.01216)
H (-0.00686, -2.40544, 2.01872)
H (0.31896, -2.87314, 0.36703)
H (0.85854, -0.08521, 1.67956)
H (-2.09630, -0.41319, 1.67508)
H (-1.54389, 0.51155, 0.68002)
O (-2.40055, 0.22624, 1.01241)

---

# 4
Computed, not measured: C33H36N2OPtSb2 as an isolated structure, with ωB97M-V/def2-TZVPD.

The expectation value of S² is 2.04. Its energy is -56151.909 eV. The spin multiplicity is 3. For the gap between HOMO and LUMO (spin up / spin down), the calculation gives 0.23704 / 0.23529 hartree.

Element x y z (Å)
Pt (1.28041, 0.41697, -0.20916)
C (-2.91866, 2.48968, 1.48798)
Sb (-0.98642, 2.00934, 0.63821)
C (-1.36464, 2.99954, -1.22729)
C (0.09532, 3.62105, 1.65368)
C (0.26161, 4.85030, 0.81901)
C (-0.79364, 5.75832, 0.71688)
C (-0.72296, 6.87438, -0.09915)
C (0.42651, 7.10676, -0.84200)
C (1.49219, 6.22900, -0.73058)
C (1.43818, 5.10679, 0.09791)
C (2.65482, 4.22750, 0.20181)
Sb (2.61184, 2.44889, -1.00679)
C (2.46068, 3.44708, -2.88462)
C (4.71150, 2.10254, -1.03144)
H (-3.27684, 3.42920, 1.06643)
H (-2.82149, 2.58425, 2.56932)
H (-3.63054, 1.69617, 1.26606)
H (-1.82920, 3.97141, -1.06365)
H (-2.03163, 2.36645, -1.81489)
H (-0.43687, 3.13507, -1.78256)
H (1.04167, 3.18410, 1.96105)
H (-0.48751, 3.82936, 2.55220)
H (-1.69394, 5.57154, 1.29317)
H (-1.55690, 7.56254, -0.14999)
H (0.50144, 7.97392, -1.48498)
H (2.40434, 6.42449, -1.28454)
H (2.85010, 3.90151, 1.22377)
H (3.53471, 4.77061, -0.14701)
H (3.27801, 4.16446, -2.95286)
H (1.51134, 3.97521, -2.96449)
H (2.54443, 2.72562, -3.69675)
H (5.22353, 3.01999, -1.32042)
H (4.94880, 1.31049, -1.73948)
H (5.03862, 1.79392, -0.04016)
N (-0.60950, -4.57853, -2.18155)
C (-0.87820, -3.87713, -3.30514)
O (-1.37912, -4.38220, -4.29296)
C (-0.50864, -2.41541, -3.30836)
C (-0.72772, -1.68584, -4.46781)
C (-0.39993, -0.34127, -4.48688)
C (0.13722, 0.22730, -3.34329)
N (0.35094, -0.46644, -2.22689)
C (0.03312, -1.76172, -2.21426)
H (-0.86167, -5.55245, -2.16269)
H (-0.20589, -4.18303, -1.35060)
H (-1.14897, -2.19153, -5.32661)
H (-0.55900, 0.26357, -5.36868)
H (0.39945, 1.27874, -3.30948)
H (0.22966, -2.25788, -1.27256)
C (0.72430, -1.24494, 0.73513)
C (0.31130, -2.24016, 1.32147)
C (-0.27399, -3.34006, 1.94933)
C (-1.26155, -3.10692, 3.00457)
C (-1.93233, -1.87721, 3.07099)
C (-2.85724, -1.62229, 4.06835)
C (-3.13025, -2.58041, 5.03735)
C (-2.45713, -3.79483, 5.00080)
C (-1.53345, -4.05549, 4.00175)
C (0.08264, -4.68008, 1.46744)
C (-0.84263, -5.73364, 1.43839)
C (-0.49082, -6.97689, 0.93503)
C (0.78806, -7.20054, 0.44022)
C (1.70566, -6.15713, 0.43223)
C (1.35741, -4.91381, 0.93333)
H (-1.70987, -1.12667, 2.32152)
H (-3.37193, -0.66961, 4.09064)
H (-3.85160, -2.37888, 5.81863)
H (-2.64660, -4.54146, 5.76183)
H (-0.99348, -4.99263, 4.00579)
H (-1.85231, -5.56320, 1.78732)
H (-1.22363, -7.77439, 0.92092)
H (1.06182, -8.17355, 0.05401)
H (2.69927, -6.31349, 0.03211)
H (2.06778, -4.09633, 0.91391)

---

# 5
Computed, not measured: C40H105F3N9O11Sr as an isolated structure, with ωB97M-V/def2-TZVPD.

Its energy is -88094.156 eV. The net charge is +1. For the gap between HOMO and LUMO, the calculation gives 0.23038 hartree. Its energy relative to the best compared isomer or geometry (same formula, charge and spin) is 225.98 kJ/mol.

Element x y z (Å)
Sr (2.41406, 4.31712, -2.82488)
C (0.99505, 1.57637, -0.53207)
O (-0.22652, 1.85055, -1.13987)
O (1.79724, 2.61400, -1.01023)
C (0.95016, 1.27872, 1.02435)
F (0.23133, 2.21913, 1.61772)
F (0.23533, 0.19654, 1.36372)
F (2.07644, 1.20008, 1.65227)
C (-1.35390, 0.87146, -0.97771)
C (-2.60161, 1.33897, -1.73227)
H (-3.27858, 0.48576, -1.68916)
H (-3.11618, 2.14716, -1.21250)
H (-2.47518, 1.66298, -2.76529)
H (-1.57562, 0.80662, 0.08753)
H (-1.05424, -0.09437, -1.38451)
H (1.30568, 0.62657, -0.96736)
C (2.80587, -4.55340, 7.21927)
C (1.63339, -3.71523, 6.65503)
C (1.71599, -3.60890, 5.15041)
O (0.73894, -2.65443, 4.75685)
C (0.84242, -2.38165, 3.36673)
N (0.37297, -4.39327, 6.93177)
H (2.81390, -5.58145, 6.85714)
H (2.81790, -4.59500, 8.30841)
H (3.77841, -4.08417, 7.07062)
H (1.64273, -2.64375, 6.85486)
H (1.60573, -4.63065, 4.78714)
H (2.68441, -3.18422, 4.88597)
H (0.11455, -1.66161, 2.99278)
H (0.66968, -3.26858, 2.75713)
H (1.84055, -2.03386, 3.10045)
H (0.54736, -5.38807, 6.93983)
H (-0.20273, -4.16598, 6.13365)
C (1.63248, -5.28578, -1.70685)
C (1.19112, -4.27425, -0.61214)
C (1.66857, -2.83919, -0.96800)
O (3.13075, -2.79064, -1.02620)
C (3.66292, -1.50972, -0.88603)
N (-0.24459, -4.37752, -0.53571)
H (2.72172, -5.27681, -1.74654)
H (1.31994, -4.95699, -2.69797)
H (1.21395, -6.26218, -1.46278)
H (1.61024, -4.37860, 0.38863)
H (1.26113, -2.14553, -0.23252)
H (1.26374, -2.47111, -1.91073)
H (4.75209, -1.52496, -0.84628)
H (3.16796, -0.96665, -0.08092)
H (3.41681, -0.96369, -1.79674)
H (-0.65249, -4.35868, -1.45948)
H (-0.49243, -5.30571, -0.22404)
C (2.29414, 3.16709, -7.04549)
C (1.16739, 3.35118, -5.97848)
C (-0.22807, 2.75238, -6.44625)
O (-1.21242, 3.00414, -5.42776)
C (-2.45751, 2.39640, -5.63866)
N (1.59512, 2.71274, -4.74508)
H (3.29793, 3.40764, -6.69528)
H (2.19085, 3.87383, -7.86886)
H (2.40791, 2.16089, -7.44887)
H (1.05672, 4.43197, -5.89051)
H (-0.30528, 1.67501, -6.59263)
H (-0.48844, 3.10985, -7.44251)
H (-2.41210, 1.32958, -5.41974)
H (-2.87313, 2.60695, -6.62406)
H (-3.10746, 2.77301, -4.84882)
H (0.70316, 2.46720, -4.33985)
H (1.88793, 1.77717, -4.98816)
C (-2.96572, -2.08103, 0.65090)
C (-3.23549, -3.34594, 1.53597)
C (-3.70650, -4.55280, 0.63931)
O (-4.28564, -5.58007, 1.44008)
C (-5.00987, -6.44166, 0.57511)
N (-1.94455, -3.65836, 2.04518)
H (-2.16341, -2.08214, -0.08693)
H (-2.70770, -1.20087, 1.23983)
H (-3.92175, -1.77645, 0.22505)
H (-4.00496, -3.15844, 2.28487)
H (-2.84610, -4.94955, 0.10041)
H (-4.41177, -4.11796, -0.06894)
H (-4.23933, -6.86966, -0.06613)
H (-5.74013, -5.90766, -0.03290)
H (-5.50336, -7.22395, 1.15181)
H (-1.37479, -3.78459, 1.22084)
H (-1.95544, -4.58804, 2.43975)
C (-2.21029, 5.08253, -2.08376)
C (-0.72831, 5.48214, -2.28369)
C (0.06108, 5.78066, -1.02957)
O (1.33985, 6.25438, -1.44630)
C (1.37461, 7.65458, -1.77731)
N (-0.14905, 4.34474, -2.99579)
H (-2.81458, 5.95886, -1.84927)
H (-2.25542, 4.32946, -1.29703)
H (-2.66193, 4.73743, -3.01383)
H (-0.72582, 6.35259, -2.93974)
H (0.13987, 4.90253, -0.38864)
H (-0.42720, 6.49423, -0.36586)
H (2.32781, 8.10250, -2.05817)
H (0.94010, 8.28853, -1.00439)
H (0.64043, 7.79985, -2.56975)
H (-0.73993, 4.28565, -3.81277)
H (-0.34219, 3.49520, -2.48483)
C (-6.67528, 0.61207, 1.78279)
C (-6.12259, 1.98240, 1.31910)
C (-4.67299, 2.14940, 1.81180)
O (-4.08459, 3.40901, 1.44431)
C (-2.68779, 3.53357, 1.58000)
N (-6.23475, 2.02946, -0.11518)
H (-6.10665, -0.26879, 1.48469)
H (-7.70810, 0.47178, 1.46386)
H (-6.80222, 0.54059, 2.86301)
H (-6.65665, 2.86399, 1.67359)
H (-4.07391, 1.34145, 1.39178)
H (-4.70715, 2.03213, 2.89494)
H (-2.34144, 4.51333, 1.25106)
H (-2.12320, 2.83139, 0.96657)
H (-2.33466, 3.36609, 2.59752)
H (-5.87737, 1.15212, -0.46539)
H (-5.60176, 2.74756, -0.43729)
C (-3.91953, -0.63879, 4.47584)
C (-2.42352, -0.97894, 4.67763)
C (-1.70343, -0.25860, 5.89760)
O (-1.65774, 1.21711, 5.72276)
C (-0.98788, 1.67754, 4.59844)
N (-2.19708, -2.41051, 4.79549)
H (-4.53962, -0.83662, 5.35017)
H (-4.39983, -1.06856, 3.59680)
H (-4.06660, 0.44103, 4.45437)
H (-1.94540, -0.65012, 3.75493)
H (-0.74548, -0.75856, 6.04073)
H (-2.28216, -0.43750, 6.80378)
H (-0.89819, 2.75397, 4.74452)
H (-1.61465, 1.54330, 3.71683)
H (0.00676, 1.23796, 4.52387)
H (-1.19063, -2.44997, 4.87036)
H (-2.31632, -2.91928, 3.93118)
C (5.88555, 1.14245, 0.07142)
C (5.12118, 1.60653, 1.28187)
C (6.02596, 1.75904, 2.56034)
O (6.60918, 0.54912, 2.97356)
C (5.69301, -0.33285, 3.55922)
N (4.37066, 2.82225, 0.87861)
H (6.44775, 0.23867, 0.30643)
H (6.53523, 1.92327, -0.32399)
H (5.19478, 0.89433, -0.73441)
H (4.41885, 0.82581, 1.57395)
H (5.40420, 2.12764, 3.37622)
H (6.85295, 2.46187, 2.45926)
H (6.32855, -1.13785, 3.92821)
H (4.98949, -0.76942, 2.85030)
H (5.15811, 0.02252, 4.43996)
H (3.55560, 2.48192, 0.38876)
H (3.92369, 3.06181, 1.75206)
C (0.11468, -1.10197, -4.69068)
C (1.58989, -0.79307, -4.62385)
C (2.55947, -2.04248, -4.62483)
O (3.89713, -1.53633, -4.68781)
C (4.87248, -2.49736, -4.48284)
N (1.84212, -0.07101, -5.87488)
H (-0.18226, -1.66142, -3.80359)
H (-0.19502, -1.70071, -5.54724)
H (-0.38165, -0.13332, -4.63172)
H (1.85556, -0.14467, -3.78893)
H (2.41387, -2.72057, -5.46572)
H (2.46970, -2.64171, -3.71876)
H (5.01484, -2.61461, -3.40855)
H (5.87698, -2.27839, -4.84497)
H (4.48385, -3.44540, -4.85471)
H (2.81038, -0.27546, -6.07680)
H (1.49724, -0.67947, -6.60353)

---

Among the records above, which one has the lowest energy? C40H105F3N9O11Sr